1.
# C36H74N7O8P

8 unconnected molecules or ions with the total composition C36H74N7O8P in a non-equilibrium geometry (ωB97M-V with the def2-TZVPD basis set, OMol25).

The value obtained for the gap between HOMO and LUMO is 8.3 eV. As for the SMILES: CCCCCCCCCP(O)c1ccccc1.CNC(C)=O.CNC(C)=O.CNC(C)=O.CNC(C)=O.CNC(C)=O.CNC(C)=O.CNC(C)=O.

Structure (ORCA input):
```
! wB97M-V def2-TZVPD RIJCOSX def2/J DEFGRID3
* xyz 0 1
C 1.53 -1.37 0.46
C 1.14 -1.31 -1.04
C -0.36 -1.01 -1.22
C -0.82 0.34 -0.60
C -0.07 1.58 -1.14
C -0.04 1.74 -2.68
C -1.23 2.53 -3.30
C -2.62 2.11 -2.78
C -3.06 2.80 -1.47
P -4.86 3.19 -1.34
O -5.11 3.50 0.28
C -5.84 1.67 -1.63
C -6.99 1.50 -0.87
C -7.80 0.38 -1.05
C -7.52 -0.61 -1.97
C -6.38 -0.45 -2.75
C -5.55 0.64 -2.59
H 0.91 -0.73 1.10
H 2.57 -1.01 0.54
H 1.43 -2.42 0.80
H 1.32 -2.31 -1.45
H 1.71 -0.53 -1.57
H -1.00 -1.79 -0.76
H -0.66 -0.98 -2.28
H -1.91 0.38 -0.77
H -0.70 0.35 0.50
H -0.50 2.50 -0.71
H 0.97 1.56 -0.78
H 0.09 0.77 -3.20
H 0.87 2.32 -2.93
H -1.10 3.62 -3.25
H -1.22 2.27 -4.38
H -3.37 2.34 -3.56
H -2.63 1.01 -2.68
H -2.75 2.28 -0.55
H -2.54 3.78 -1.43
H -4.78 2.74 0.80
H -7.29 2.25 -0.15
H -8.71 0.32 -0.44
H -8.18 -1.46 -2.11
H -6.11 -1.19 -3.51
H -4.69 0.73 -3.25
C 2.66 4.00 1.72
C 2.93 3.35 0.39
O 3.33 2.19 0.28
N 2.71 4.09 -0.73
C 2.23 5.46 -0.81
H 2.88 3.28 2.51
H 3.30 4.87 1.85
H 1.62 4.28 1.79
H 2.90 3.60 -1.59
H 1.31 5.49 -1.39
H 2.98 6.07 -1.33
H 2.05 5.89 0.17
C 1.35 -6.75 1.78
C 0.84 -5.74 0.78
O 0.45 -4.63 1.13
N 0.84 -6.09 -0.53
C 1.27 -7.35 -1.12
H 1.29 -6.33 2.78
H 0.74 -7.65 1.75
H 2.39 -7.00 1.57
H 0.49 -5.37 -1.13
H 2.07 -7.13 -1.84
H 0.43 -7.79 -1.66
H 1.63 -8.05 -0.38
C 1.37 -10.58 -3.01
C 0.46 -9.73 -3.85
O -0.22 -8.83 -3.37
N 0.41 -9.98 -5.19
C 1.13 -10.99 -5.94
H 1.31 -10.27 -1.98
H 1.08 -11.63 -3.07
H 2.41 -10.48 -3.34
H -0.22 -9.37 -5.69
H 1.74 -10.50 -6.70
H 0.42 -11.65 -6.43
H 1.78 -11.58 -5.30
C -0.66 4.34 4.50
C 0.13 5.57 4.16
O 0.91 5.58 3.21
N -0.02 6.67 4.93
C -0.89 6.83 6.09
H -0.40 3.56 3.78
H -0.41 3.98 5.50
H -1.73 4.54 4.43
H 0.54 7.45 4.64
H -1.59 7.65 5.90
H -0.27 7.09 6.96
H -1.44 5.93 6.31
C 2.10 0.57 7.00
C 1.17 1.43 6.19
O 0.51 2.33 6.69
N 1.09 1.19 4.85
C 1.80 0.19 4.07
H 2.06 0.88 8.04
H 1.80 -0.48 6.94
H 3.13 0.68 6.65
H 0.46 1.81 4.37
H 2.39 0.69 3.31
H 1.06 -0.45 3.58
H 2.45 -0.42 4.69
C -4.00 -1.69 2.59
C -4.57 -0.68 1.62
O -5.03 0.40 2.01
N -4.56 -0.98 0.31
C -4.07 -2.18 -0.34
H -4.08 -1.30 3.60
H -4.57 -2.63 2.53
H -2.95 -1.88 2.36
H -4.96 -0.25 -0.27
H -3.28 -1.91 -1.05
H -4.89 -2.65 -0.89
H -3.67 -2.89 0.38
C 7.72 5.88 -3.53
C 6.38 5.20 -3.40
O 5.53 5.27 -4.27
N 6.15 4.48 -2.27
C 7.03 4.27 -1.14
H 7.76 6.41 -4.48
H 7.86 6.60 -2.73
H 8.53 5.14 -3.51
H 5.24 4.05 -2.25
H 7.21 3.20 -1.01
H 6.54 4.65 -0.24
H 7.98 4.78 -1.27
*
```

=====

2.
# C36H74O18S

10 unconnected molecules or ions with the total composition C36H74O18S in a non-equilibrium geometry (ωB97M-V with the def2-TZVPD basis set, OMol25).

The value obtained for the gap between HOMO and LUMO is 9.8 eV. As for the SMILES: CCOS(C)(=O)=O.COC(=O)OC.COC(=O)OC.COC(=O)OC.C1CCOC1.C1CCOC1.C1CCOC1.C1CCOC1.C1CCOC1.C1CCOC1.

Structure (ORCA input):
```
! wB97M-V def2-TZVPD RIJCOSX def2/J DEFGRID3
* xyz 0 1
C -0.34 -11.49 -1.29
C 0.47 -12.80 -1.21
C -0.49 -13.75 -0.47
O -1.64 -13.00 -0.07
C -1.77 -11.90 -0.94
H -0.32 -10.99 -2.27
H 0.05 -10.75 -0.60
H 1.38 -12.64 -0.65
H 0.72 -13.17 -2.20
H -0.06 -14.19 0.43
H -0.81 -14.56 -1.13
H -2.26 -11.03 -0.48
H -2.43 -12.16 -1.78
C -5.06 -5.46 -4.99
C -5.54 -4.17 -5.65
C -4.27 -3.33 -5.59
O -3.20 -4.23 -5.85
C -3.57 -5.52 -5.37
H -5.59 -6.36 -5.30
H -5.13 -5.41 -3.91
H -6.35 -3.69 -5.11
H -5.80 -4.32 -6.70
H -4.14 -2.87 -4.60
H -4.25 -2.52 -6.33
H -2.94 -5.80 -4.52
H -3.38 -6.26 -6.16
C -7.25 -9.98 -4.43
C -8.43 -10.75 -3.80
C -9.19 -9.65 -3.05
O -8.24 -8.63 -2.76
C -6.99 -8.92 -3.36
H -7.52 -9.50 -5.37
H -6.36 -10.58 -4.57
H -7.98 -11.40 -3.05
H -9.04 -11.31 -4.51
H -9.62 -10.07 -2.14
H -9.99 -9.22 -3.67
H -6.22 -9.23 -2.64
H -6.65 -7.99 -3.82
C -6.29 -11.30 -1.00
C -5.01 -10.92 -0.24
C -5.56 -10.31 1.05
O -6.71 -9.61 0.61
C -7.37 -10.42 -0.34
H -6.49 -12.36 -0.81
H -6.20 -11.19 -2.08
H -4.43 -10.14 -0.74
H -4.36 -11.78 -0.08
H -4.90 -9.50 1.38
H -5.71 -11.01 1.87
H -7.90 -9.78 -1.06
H -8.12 -11.05 0.15
C 0.06 -11.32 -6.91
C 0.52 -10.82 -5.54
C 1.98 -10.51 -5.82
O 2.42 -11.62 -6.60
C 1.32 -12.08 -7.39
H -0.18 -10.49 -7.58
H -0.81 -11.96 -6.81
H 0.47 -11.64 -4.81
H -0.02 -9.97 -5.13
H 2.62 -10.41 -4.95
H 2.06 -9.59 -6.42
H 1.21 -13.16 -7.26
H 1.50 -11.88 -8.45
C -2.63 -7.39 0.37
C -3.76 -6.40 0.14
C -4.24 -6.80 -1.26
O -3.04 -7.15 -1.96
C -2.09 -7.68 -1.05
H -2.95 -8.32 0.86
H -1.84 -7.02 1.02
H -3.42 -5.37 0.08
H -4.56 -6.47 0.88
H -4.71 -6.00 -1.83
H -4.93 -7.65 -1.25
H -1.15 -7.14 -1.21
H -1.91 -8.75 -1.20
O -4.43 -10.78 -6.65
S -4.58 -9.36 -6.79
O -5.83 -8.77 -7.10
O -4.08 -8.65 -5.50
C -2.86 -9.14 -4.85
C -3.25 -10.00 -3.68
C -3.39 -8.83 -7.97
H -2.36 -8.25 -4.50
H -2.29 -9.71 -5.57
H -3.76 -10.92 -3.98
H -3.91 -9.42 -3.03
H -2.37 -10.28 -3.11
H -2.41 -9.00 -7.54
H -3.51 -7.76 -8.10
H -3.55 -9.33 -8.92
C -9.65 -13.30 -10.77
O -8.60 -12.43 -10.34
C -8.43 -11.32 -11.07
O -9.15 -10.95 -11.97
O -7.36 -10.63 -10.70
C -6.57 -11.05 -9.59
H -9.26 -14.01 -11.50
H -10.47 -12.74 -11.20
H -10.03 -13.81 -9.89
H -5.58 -10.62 -9.71
H -6.44 -12.13 -9.53
H -7.01 -10.71 -8.66
C -0.36 -7.08 -8.83
O -0.08 -6.11 -7.83
C -0.16 -6.50 -6.55
O -0.46 -7.60 -6.17
O 0.14 -5.53 -5.70
C 0.64 -4.27 -6.13
H 0.50 -7.17 -9.49
H -1.22 -6.76 -9.42
H -0.55 -8.07 -8.41
H 1.72 -4.33 -6.31
H 0.43 -3.56 -5.33
H 0.16 -3.94 -7.05
C -2.99 -12.64 -9.10
O -1.68 -12.71 -9.65
C -1.17 -11.57 -10.11
O -1.76 -10.53 -10.26
O 0.08 -11.80 -10.47
C 0.78 -10.65 -10.98
H -3.10 -12.07 -8.18
H -3.28 -13.66 -8.85
H -3.69 -12.31 -9.87
H 0.82 -9.88 -10.21
H 0.28 -10.27 -11.87
H 1.77 -11.00 -11.23
*
```

=====

3.
# C36H78BrN7O2

6 unconnected molecules or ions with the total composition C36H78BrN7O2 in a non-equilibrium geometry (ωB97M-V with the def2-TZVPD basis set, OMol25).

The value obtained for the gap between HOMO and LUMO is 9.9 eV.

Structure (ORCA input):
```
! wB97M-V def2-TZVPD RIJCOSX def2/J DEFGRID3
* xyz 4 1
C -3.16 3.54 -0.65
O -2.40 3.60 0.56
C -1.52 4.73 0.59
C -0.87 4.60 1.97
N -0.52 3.21 2.28
H -1.39 2.69 2.34
H -0.05 2.73 1.51
C 0.32 2.87 3.48
C -0.54 3.00 4.75
O -1.82 2.45 4.61
C -2.57 2.62 5.80
H -2.47 3.51 -1.51
H -3.80 4.42 -0.72
H -3.71 2.62 -0.67
H -2.07 5.68 0.48
H -0.81 4.67 -0.21
H -1.50 5.04 2.74
H 0.08 5.13 1.90
H 1.15 3.55 3.51
H 0.64 1.84 3.33
H -0.56 4.01 5.15
H -0.02 2.35 5.50
H -3.59 2.42 5.47
H -2.67 3.64 6.20
H -2.28 1.99 6.65
C 0.56 -3.61 -1.59
C 2.02 -3.21 -1.77
N 2.78 -3.22 -0.52
C 3.71 -4.21 -0.22
C 4.18 -4.01 1.00
N 3.51 -2.90 1.51
C 2.62 -2.51 0.58
C 3.74 -2.44 2.84
H 0.50 -4.58 -1.11
H 0.04 -3.61 -2.55
H 0.11 -2.88 -0.91
H 2.06 -2.20 -2.14
H 2.53 -3.80 -2.52
H 4.09 -4.85 -0.95
H 4.93 -4.58 1.51
H 1.95 -1.69 0.76
H 4.82 -2.40 3.04
H 3.45 -3.28 3.49
H 3.20 -1.56 3.19
C 5.68 2.50 4.60
C 6.26 1.38 3.79
N 5.68 1.28 2.44
C 4.29 1.21 2.26
C 4.06 1.21 0.93
N 5.31 1.29 0.28
C 6.26 1.37 1.29
C 5.53 1.28 -1.14
H 6.15 2.48 5.58
H 4.60 2.42 4.69
H 5.89 3.47 4.13
H 6.01 0.41 4.21
H 7.30 1.47 3.55
H 3.62 1.25 3.10
H 3.13 1.01 0.42
H 7.30 1.35 1.01
H 6.15 0.42 -1.44
H 5.92 2.24 -1.45
H 4.58 1.26 -1.66
C 2.06 4.29 -4.93
C 0.71 3.85 -4.38
C 0.62 2.37 -4.69
C -0.60 1.82 -3.96
N -1.02 0.39 -4.24
C -2.11 0.01 -3.27
C -3.09 -0.81 -4.06
C -3.06 -0.11 -5.43
C -1.57 0.26 -5.65
C 0.14 -0.57 -3.98
H 2.07 4.11 -6.01
H 2.85 3.81 -4.37
H 2.22 5.35 -4.83
H -0.06 4.41 -4.90
H 0.57 3.99 -3.29
H 1.47 1.81 -4.31
H 0.59 2.21 -5.77
H -1.52 2.37 -4.22
H -0.38 1.97 -2.91
H -1.59 -0.42 -2.43
H -2.65 0.91 -3.01
H -2.60 -1.78 -4.19
H -4.10 -0.93 -3.66
H -3.37 -0.77 -6.25
H -3.77 0.75 -5.44
H -0.96 -0.47 -6.16
H -1.46 1.26 -6.11
H 0.45 -0.47 -2.95
H 0.92 -0.38 -4.73
H -0.32 -1.55 -4.08
C -3.18 -6.11 -2.02
C -3.50 -4.63 -1.68
C -3.45 -4.32 -0.16
C -3.58 -2.82 0.10
N -3.52 -2.40 1.57
C -3.48 -0.93 1.69
C -3.11 -0.69 3.12
C -2.15 -1.82 3.44
C -2.24 -2.80 2.25
C -4.74 -2.91 2.28
H -2.20 -6.44 -1.72
H -3.21 -6.30 -3.09
H -3.85 -6.78 -1.50
H -4.48 -4.38 -2.08
H -2.75 -4.00 -2.14
H -2.53 -4.73 0.28
H -4.25 -4.87 0.34
H -4.51 -2.40 -0.22
H -2.72 -2.28 -0.27
H -4.33 -0.48 1.17
H -2.69 -0.61 1.02
H -3.97 -0.70 3.75
H -2.63 0.26 3.30
H -2.44 -2.32 4.37
H -1.13 -1.44 3.45
H -2.11 -3.86 2.50
H -1.43 -2.56 1.57
H -4.73 -2.68 3.33
H -4.73 -4.00 2.26
H -5.59 -2.58 1.72
Br 0.39 0.24 0.29
*
```

=====

4.
# C36H78ClIO4

6 unconnected molecules or ions with the total composition C36H78ClIO4 (ωB97M-V with the def2-TZVPD basis set, OMol25).

The value obtained for the gap between HOMO and LUMO is 10.3 eV. As for the SMILES: C[C@H](Cl)COC(=O)OCC(=O)I.CCCCCC.CCCCCC.CCCCCC.CCCCCC.CCCCCC.

Structure (ORCA input):
```
! wB97M-V def2-TZVPD RIJCOSX def2/J DEFGRID3
* xyz 0 1
C 5.52 0.21 3.79
C 4.38 -0.53 3.08
Cl 3.15 0.67 2.56
C 3.70 -1.54 3.99
O 3.19 -2.70 3.32
C 2.35 -2.54 2.25
O 2.73 -2.38 1.13
O 1.05 -2.75 2.51
C 0.50 -2.39 3.76
C -0.07 -1.00 3.66
O -0.44 -0.49 2.66
I -0.25 0.06 5.54
H 5.15 1.14 4.23
H 5.95 -0.39 4.59
H 6.31 0.47 3.09
H 4.75 -1.01 2.17
H 2.94 -1.03 4.58
H 4.43 -1.94 4.69
H -0.35 -3.05 3.95
H 1.19 -2.50 4.59
C -0.90 -6.37 -2.97
C -1.18 -4.90 -3.28
C 0.07 -4.10 -3.61
C 1.11 -4.02 -2.49
C 0.59 -3.43 -1.18
C 0.11 -1.99 -1.30
H -0.26 -6.48 -2.09
H -1.83 -6.91 -2.76
H -0.41 -6.86 -3.81
H -1.71 -4.44 -2.43
H -1.87 -4.85 -4.13
H -0.22 -3.09 -3.91
H 0.55 -4.55 -4.50
H 1.95 -3.42 -2.84
H 1.52 -5.02 -2.30
H 1.39 -3.46 -0.44
H -0.22 -4.05 -0.78
H 0.92 -1.34 -1.66
H -0.21 -1.60 -0.34
H -0.72 -1.89 -2.00
C -2.23 3.95 -2.25
C -1.14 2.92 -2.51
C -1.02 1.87 -1.42
C -0.65 2.42 -0.04
C 0.65 3.21 0.02
C 1.88 2.39 -0.36
H -2.04 4.52 -1.34
H -2.30 4.67 -3.07
H -3.21 3.47 -2.15
H -0.18 3.43 -2.65
H -1.35 2.42 -3.46
H -0.28 1.12 -1.72
H -1.97 1.33 -1.33
H -0.58 1.58 0.66
H -1.47 3.05 0.33
H 0.78 3.59 1.04
H 0.59 4.09 -0.63
H 1.98 1.53 0.31
H 2.79 2.99 -0.27
H 1.83 2.02 -1.38
C -1.09 8.88 4.95
C 0.34 8.41 4.71
C 0.48 7.53 3.47
C -0.31 6.22 3.52
C 0.02 5.32 4.71
C 1.47 4.85 4.74
H -1.77 8.04 5.13
H -1.15 9.53 5.83
H -1.47 9.44 4.10
H 0.71 7.89 5.59
H 0.98 9.29 4.58
H 1.54 7.31 3.31
H 0.16 8.09 2.59
H -0.12 5.66 2.60
H -1.38 6.43 3.53
H -0.63 4.44 4.67
H -0.22 5.83 5.65
H 1.72 4.30 3.83
H 1.65 4.19 5.59
H 2.17 5.69 4.83
C -5.43 -0.91 6.14
C -5.87 -0.15 4.89
C -6.19 -1.07 3.71
C -5.02 -1.91 3.21
C -3.79 -1.11 2.80
C -4.03 -0.16 1.64
H -4.51 -1.48 5.97
H -5.23 -0.22 6.96
H -6.20 -1.60 6.47
H -5.09 0.57 4.60
H -6.76 0.44 5.12
H -6.58 -0.46 2.89
H -7.01 -1.73 3.99
H -5.36 -2.51 2.36
H -4.74 -2.63 3.99
H -3.00 -1.82 2.51
H -3.40 -0.55 3.66
H -4.38 -0.71 0.75
H -3.12 0.36 1.37
H -4.78 0.59 1.88
C 0.18 -3.11 -7.58
C 1.16 -4.26 -7.75
C 2.49 -4.04 -7.03
C 3.29 -2.83 -7.52
C 3.63 -2.84 -9.02
C 4.50 -4.02 -9.43
H 0.57 -2.18 -8.00
H -0.76 -3.32 -8.09
H -0.04 -2.94 -6.53
H 1.34 -4.44 -8.82
H 0.71 -5.17 -7.36
H 3.10 -4.94 -7.13
H 2.30 -3.91 -5.96
H 4.22 -2.77 -6.95
H 2.74 -1.91 -7.29
H 4.15 -1.91 -9.26
H 2.71 -2.83 -9.61
H 5.44 -4.02 -8.88
H 4.73 -3.97 -10.50
H 4.00 -4.97 -9.25
*
```